[1]
Density functional theory data (ωB97M-V/def2-TZVPD) for C10H17IN5 as an isolated structure.

Charge: +1
Gap between HOMO and LUMO, eV: 7.8

Last column: natural (NBO) charge in e.
CARTESIAN COORDINATES (ANGSTROEM)
1 N -0.112 3.838 -1.315  -0.851
2 C -1.583 3.972 -1.203  -0.226
3 C -2.361 2.602 -1.106  -0.410
4 C -1.558 1.334 -1.608  -0.421
5 C -1.263 0.424 -0.358  -0.241
6 N -0.197 -0.587 -0.561  -0.475
7 C 1.036 -0.376 -0.212  0.707
8 N 1.457 0.849 0.404  -0.802
9 I 2.773 1.817 -0.882  0.413
10 N 1.937 -1.484 -0.460  -0.594
11 C 1.503 -2.540 0.480  0.310
12 C 1.851 -2.404 1.878  -0.294
13 C 1.502 -3.356 2.930  -0.136
14 C 0.700 -4.485 2.416  -0.232
15 C 0.399 -4.460 0.999  0.045
16 N 0.768 -3.580 0.043  -0.430
17 H 0.063 3.659 -2.314  0.348
18 H 0.314 4.762 -1.174  0.373
19 H -2.039 4.634 -1.996  0.184
20 H -1.780 4.519 -0.237  0.200
21 H -3.340 2.659 -1.654  0.230
22 H -2.617 2.438 -0.022  0.204
23 H -0.670 1.557 -2.244  0.223
24 H -2.268 0.751 -2.262  0.220
25 H -1.069 1.016 0.574  0.244
26 H -2.207 -0.154 -0.149  0.229
27 H -0.455 -1.488 -0.976  0.457
28 H 2.041 0.579 1.209  0.403
29 H 2.851 -1.162 -0.112  0.396
30 H 2.452 -1.506 2.177  0.206
31 H 1.783 -3.240 3.994  0.252
32 H 0.328 -5.279 3.104  0.253
33 H -0.239 -5.308 0.639  0.217

[2]
Density functional theory data (ωB97M-V/def2-TZVPD) for one molecule with the formula C8H7NO5.

ΔE to the lowest compared entry with this formula, charge and spin, kcal per mole: 152.2
Gap between HOMO and LUMO, eV: 8.0

Last column: natural (NBO) charge in e.
CARTESIAN COORDINATES (ANGSTROEM)
1 C -0.360 0.334 -0.422  -0.232
2 C 0.606 -0.411 0.290  -0.262
3 C -0.003 0.335 -1.732  0.398
4 C 1.532 -0.900 -0.579  0.319
5 C -1.148 1.718 1.410  -0.164
6 C -0.683 0.886 2.372  -0.267
7 C -1.602 0.837 0.266  0.042
8 C -0.899 -0.457 1.842  0.681
9 N 1.225 -0.377 -1.812  -0.106
10 O -1.954 -0.435 1.037  -0.499
11 O -0.557 1.195 -2.680  -0.700
12 O 2.681 -1.659 -0.417  -0.711
13 O -0.800 -1.637 2.513  -0.696
14 O 2.112 -0.630 -2.884  -0.516
15 H -1.208 2.773 1.128  0.238
16 H -0.129 1.100 3.299  0.244
17 H -2.373 1.220 -0.374  0.231
18 H -0.823 0.816 -3.582  0.493
19 H 3.213 -1.197 0.350  0.508
20 H -1.543 -2.325 2.322  0.511
21 H 2.716 -1.185 -2.346  0.488

[3]
Density functional theory data (ωB97M-V/def2-TZVPD) for a 7-piece molecular cluster, C27H44N7O5 overall.

ΔE to the lowest compared entry with this formula, charge and spin, kcal per mole: 11.4
Charge: +1
Gap between HOMO and LUMO, eV: 3.8

Last column: Löwdin charge in e.
CARTESIAN COORDINATES (ANGSTROEM)
1 C 0.727 -2.373 -3.228  -0.002
2 C 1.273 -2.285 -1.850  -0.476
3 C 2.550 -1.296 -1.790  -0.115
4 C 2.889 -0.808 -0.382  -0.138
5 C 1.673 -0.074 0.160  -0.101
6 C 0.334 -0.925 0.306  -0.499
7 N 0.310 -1.847 -0.833  0.112
8 O -0.897 -2.323 -0.900  0.142
9 C -0.809 0.012 0.412  -0.017
10 C 0.320 -1.732 1.561  -0.006
11 C 1.810 -3.604 -1.396  0.018
12 H -0.034 -1.641 -3.533  0.087
13 H 0.206 -3.325 -3.265  0.093
14 H 1.559 -2.086 -4.011  0.156
15 H 2.313 -0.574 -2.432  0.043
16 H 3.334 -1.833 -2.410  0.145
17 H 3.810 -0.168 -0.430  0.119
18 H 3.178 -1.780 0.247  0.154
19 H 1.435 0.742 -0.499  0.099
20 H 1.898 0.350 1.145  0.123
21 H -0.771 0.743 1.266  0.119
22 H -1.774 -0.714 0.520  0.128
23 H -0.877 0.410 -0.525  0.040
24 H 0.569 -1.169 2.465  0.113
25 H 1.198 -2.509 1.608  0.126
26 H -0.662 -2.260 1.541  0.091
27 H 2.097 -3.736 -0.400  0.077
28 H 2.710 -3.539 -2.170  0.160
29 H 1.273 -4.410 -1.590  0.046
30 N -3.988 3.591 1.304  -0.034
31 C -3.632 2.265 1.530  -0.089
32 C -2.990 2.267 2.974  -0.101
33 C -3.114 3.558 3.610  -0.023
34 C -3.785 4.384 2.441  -0.078
35 H -4.566 3.789 0.544  0.120
36 H -3.851 1.491 0.824  0.069
37 H -2.620 1.318 3.403  0.071
38 H -2.809 4.002 4.433  0.019
39 H -3.904 5.535 2.384  0.123
40 N -4.295 -4.672 2.386  -0.025
41 C -4.285 -4.416 3.785  -0.055
42 C -3.754 -2.990 3.976  -0.020
43 C -3.518 -2.417 2.608  -0.069
44 C -3.862 -3.504 1.633  -0.096
45 H -4.571 -5.517 2.086  0.072
46 H -4.717 -5.187 4.519  0.123
47 H -3.563 -2.632 4.791  -0.037
48 H -3.178 -1.470 2.447  0.016
49 H -3.861 -3.662 0.432  0.121
50 N -0.631 3.443 0.877  -0.017
51 C -0.612 3.407 -0.491  -0.148
52 C 0.743 3.550 -0.992  -0.043
53 C 1.620 3.463 0.265  -0.074
54 C 0.716 3.298 1.411  -0.108
55 H -1.551 3.426 1.389  0.091
56 H -1.586 3.394 -1.077  0.125
57 H 1.044 3.814 -1.847  -0.024
58 H 2.694 3.547 0.303  0.064
59 H 0.988 3.204 2.555  0.128
60 N 6.673 0.649 1.207  -0.053
61 C 6.907 0.131 2.558  -0.029
62 C 5.647 0.693 3.366  -0.022
63 C 4.864 1.748 2.436  -0.033
64 C 5.563 1.586 1.093  -0.111
65 H 7.347 0.480 0.436  0.139
66 H 7.539 -0.594 2.857  0.032
67 H 5.655 0.375 4.358  0.018
68 H 3.998 2.392 2.495  0.040
69 H 5.542 2.018 0.185  0.041
70 C 0.466 1.853 -5.824  0.042
71 N 1.311 2.354 -4.658  -0.437
72 O 1.644 1.548 -3.835  0.050
73 O 1.371 3.566 -4.593  0.078
74 H -0.613 1.660 -5.603  0.105
75 H 0.869 0.847 -6.178  0.113
76 H 0.467 2.659 -6.520  0.075
77 C -3.830 -1.957 -2.836  0.087
78 N -3.318 -0.685 -2.196  -0.384
79 O -2.357 -0.039 -2.654  0.023
80 O -4.011 -0.178 -1.312  0.047
81 H -3.440 -1.954 -3.734  0.036
82 H -4.916 -1.913 -2.989  0.121
83 H -3.575 -2.759 -2.177  0.087

[4]
Density functional theory data (ωB97M-V/def2-TZVPD) for a 10-piece molecular cluster, C20H40Br20 overall.

ΔE to the lowest compared entry with this formula, charge and spin, kcal per mole: 113.4
Gap between HOMO and LUMO, eV: 9.7

Last column: Löwdin charge in e.
CARTESIAN COORDINATES (ANGSTROEM)
1 Br -1.681 -6.022 3.835  0.618
2 C -3.307 -5.003 4.046  -0.749
3 C -4.401 -5.628 3.216  -0.573
4 Br -4.946 -7.299 4.302  0.497
5 H -3.006 -3.987 3.790  0.049
6 H -3.690 -4.835 5.053  0.058
7 H -4.115 -6.120 2.286  0.037
8 H -5.262 -4.962 3.150  0.063
9 Br 3.119 -2.116 -2.107  0.455
10 C 1.235 -1.991 -1.217  -0.569
11 C 1.131 -0.575 -0.432  -0.618
12 Br -0.145 -1.009 0.995  0.589
13 H 1.063 -2.839 -0.555  0.015
14 H 0.607 -2.242 -2.071  0.036
15 H 0.750 0.222 -1.070  0.049
16 H 2.041 -0.226 0.056  0.040
17 Br -6.982 0.671 -1.027  0.544
18 C -6.106 -0.155 -2.594  -0.639
19 C -4.558 -0.645 -2.396  -0.643
20 Br -4.529 -2.269 -1.335  0.586
21 H -6.189 0.719 -3.239  0.025
22 H -6.725 -1.006 -2.877  0.037
23 H -3.932 0.112 -1.925  0.046
24 H -4.130 -0.894 -3.368  0.044
25 Br -2.397 3.708 6.180  0.543
26 C -1.437 1.963 5.919  -0.636
27 C -1.762 0.909 7.054  -0.600
28 Br -0.625 -0.746 6.789  0.527
29 H -0.357 2.104 5.962  0.042
30 H -1.636 1.731 4.873  0.042
31 H -2.747 0.441 7.061  0.035
32 H -1.588 1.335 8.042  0.050
33 Br 0.319 0.968 -5.433  0.514
34 C 0.660 -0.188 -7.054  -0.640
35 C -0.561 -1.127 -7.457  -0.626
36 Br 0.018 -2.244 -9.010  0.575
37 H 1.466 -0.895 -6.853  0.039
38 H 0.995 0.484 -7.844  0.045
39 H -1.363 -0.466 -7.786  0.045
40 H -0.911 -1.752 -6.636  0.051
41 Br 3.594 -4.067 2.761  0.528
42 C 4.002 -3.100 4.530  -0.603
43 C 3.738 -1.598 4.469  -0.726
44 Br 4.336 -0.475 5.938  0.606
45 H 5.068 -3.177 4.744  0.047
46 H 3.591 -3.557 5.430  0.060
47 H 2.700 -1.313 4.297  0.045
48 H 4.295 -1.293 3.583  0.042
49 Br 4.647 -7.108 -5.001  0.568
50 C 2.973 -8.158 -4.874  -0.649
51 C 1.957 -7.339 -4.001  -0.700
52 Br 1.039 -6.027 -5.106  0.599
53 H 3.277 -9.094 -4.406  0.049
54 H 2.520 -8.288 -5.857  0.039
55 H 2.495 -6.783 -3.232  0.031
56 H 1.335 -8.092 -3.518  0.061
57 Br 2.641 7.024 -1.225  0.550
58 C 2.502 5.290 -2.223  -0.677
59 C 3.610 5.057 -3.146  -0.621
60 Br 5.398 5.236 -2.164  0.500
61 H 1.549 5.249 -2.750  0.066
62 H 2.459 4.423 -1.563  0.063
63 H 3.618 5.827 -3.918  0.055
64 H 3.630 4.117 -3.699  0.066
65 Br 3.653 4.018 2.820  0.562
66 C 4.282 5.086 4.376  -0.672
67 C 3.926 6.511 4.183  -0.708
68 Br 2.037 6.740 4.514  0.618
69 H 5.305 4.801 4.620  0.064
70 H 3.753 4.606 5.199  0.036
71 H 3.980 6.821 3.139  0.036
72 H 4.453 7.244 4.793  0.064
73 Br -2.936 6.111 -3.218  0.533
74 C -4.458 5.600 -2.052  -0.644
75 C -4.048 5.337 -0.550  -0.600
76 Br -2.305 4.343 -0.373  0.514
77 H -4.829 4.650 -2.437  0.038
78 H -5.324 6.214 -2.300  0.055
79 H -4.859 4.765 -0.098  0.053
80 H -3.923 6.274 -0.007  0.048

- What is the gap between HOMO and LUMO in the third record?
  3.8 eV